Here is C36H31BrF4IrO4PS2 as an isolated structure in a non-equilibrium geometry from OMol25. Energies are from the ωB97M-V functional and the def2-TZVPD basis.

- DFT total energy (eV) = -160719.9917
- energy above the lowest of the compared OMol25 structures with the same formula, charge and spin (eV) = 2.3055
- maximum force (eV/Å) = 1.309
- charge = +2
- Kohn-Sham gap (spin up / spin down) (eV) = 7.38 / 7.26
- LUMO energy (spin up / spin down) (eV) = -6.8382 / -6.9404
- HOMO energy (spin up / spin down) (eV) = -14.21 / -14.20

Each line ends with the Löwdin charge.
Cartesian coordinates (Å):
Ir  0.313670  0.976972  -0.569459  1.058
F  -3.039737  -4.305703  -3.417256  0.186
C  -2.787396  -3.100005  -2.961037  -0.114
C  -3.824586  -2.216677  -2.706918  -0.114
F  -5.067134  -2.584967  -2.931759  0.181
C  -3.549616  -0.944897  -2.215634  -0.190
F  -4.573532  -0.126395  -2.021526  0.143
C  -2.249697  -0.541928  -1.950934  -0.266
P  -1.807556  1.098563  -1.331137  0.971
C  -1.947533  2.192156  -2.738349  -0.344
C  -0.850069  2.364481  -3.583936  -0.096
C  -0.977345  3.128864  -4.730152  -0.046
C  -2.197743  3.718442  -5.035541  -0.042
C  -3.290415  3.547060  -4.199382  -0.042
C  -3.172275  2.783017  -3.047231  -0.065
C  -3.002475  1.529681  -0.061751  -0.328
C  -3.260309  2.877380  0.197148  -0.080
C  -4.126681  3.230856  1.221064  -0.045
C  -4.727533  2.247672  1.993453  -0.041
C  -4.466293  0.906426  1.743998  -0.045
C  -3.603679  0.545815  0.723635  -0.098
C  -1.239197  -1.437104  -2.254015  -0.489
Br  0.558995  -0.884987  -2.028398  1.067
C  -1.474426  -2.700049  -2.739999  -0.237
F  -0.476304  -3.535671  -2.998976  0.118
H  0.108673  1.918591  -3.345802  0.080
H  -0.126850  3.268744  -5.383361  0.118
H  -2.296190  4.315600  -5.932311  0.120
H  -4.238445  4.006926  -4.443218  0.120
H  -4.030955  2.646794  -2.403034  0.111
H  -2.795243  3.649324  -0.401293  0.109
H  -4.340180  4.274748  1.408122  0.118
H  -5.407371  2.525661  2.787885  0.119
H  -4.944235  0.140418  2.339991  0.119
H  -3.408901  -0.502748  0.536340  0.108
O  2.455850  0.490987  -0.448784  -0.760
S  3.785572  0.986842  0.183270  1.095
C  3.535245  1.079567  1.965728  -0.306
C  3.380786  -0.231684  2.722920  -0.193
C  2.098158  -0.986726  2.361153  -0.219
C  0.887477  -0.370889  3.045659  -0.304
S  -0.699009  -0.805452  2.336074  1.091
O  -0.723907  -0.248450  0.900394  -0.671
C  -0.548226  -2.560581  2.203513  -0.401
C  -0.083309  -3.166740  1.045112  -0.078
C  -0.049159  -4.550963  0.985242  -0.047
C  -0.479497  -5.308447  2.068397  -0.043
C  -0.949480  -4.688299  3.217373  -0.044
C  -0.998413  -3.303291  3.287484  -0.069
C  4.864997  -0.405825  0.068640  -0.412
C  4.415987  -1.639068  -0.373169  -0.069
C  5.320987  -2.690401  -0.436371  -0.047
C  6.643501  -2.498933  -0.064507  -0.044
C  7.079075  -1.251385  0.366239  -0.044
C  6.191186  -0.190236  0.426985  -0.075
H  2.654471  1.718933  2.043625  0.069
H  4.389326  1.663121  2.318196  0.108
H  3.392967  0.016696  3.787809  0.132
H  4.242819  -0.876277  2.552400  0.116
H  2.191495  -2.036400  2.638543  0.129
H  1.954962  -0.958911  1.280398  0.075
H  0.879768  0.721612  2.985854  0.089
H  0.813255  -0.653360  4.098694  0.117
H  0.240491  -2.562556  0.209298  0.063
H  0.314174  -5.044673  0.093197  0.116
H  -0.457298  -6.388483  2.013359  0.120
H  -1.294027  -5.280768  4.053805  0.121
H  -1.386212  -2.815173  4.174413  0.120
H  3.383021  -1.774165  -0.661980  0.090
H  4.992908  -3.661582  -0.782041  0.116
H  7.343840  -3.321182  -0.120575  0.119
H  8.113797  -1.101657  0.642360  0.121
H  6.533784  0.788416  0.743775  0.121
C  0.269615  4.749250  0.913719  0.053
C  0.240301  3.388398  0.332030  -0.608
O  0.743485  2.367742  0.927763  -0.130
O  -0.256589  3.133958  -0.799190  -0.095
H  0.004997  4.709657  1.969167  0.106
H  -0.401896  5.407340  0.370016  0.104
H  1.287290  5.136979  0.834784  0.112

Cartesian forces (eV/Å) of the 3 atoms listed first:
0.0073 0.3929 1.2489
-0.0105 -0.0331 -0.0114
0.0316 0.0170 0.0026

---

Here is an isolated ion of composition C20H30BrN2O4 and charge +1 from OMol25. Energies are from the ωB97M-V functional and the def2-TZVPD basis.

- DFT total energy (eV) = -102434.1508
- energy above the lowest of the compared OMol25 structures with the same formula, charge and spin (eV) = 0.2407
- maximum force (eV/Å) = 0.770
- charge = +1
- Kohn-Sham gap (eV) = 8.29
- structure (SMILES) = CCOC(=O)c1c(C)n(C[C@@H](O)C[NH+](CC)CC)c2cc(Br)c(OC)cc12
- LUMO energy (eV) = -2.3740
- HOMO energy (eV) = -10.66

Each line ends with the Löwdin charge.
Cartesian coordinates (Å):
C  6.582141  0.310487  -0.225941  -0.055
C  5.523562  0.366127  -1.316667  -0.203
H  5.602348  1.304705  -1.874215  0.124
H  5.614195  -0.481637  -1.998937  0.125
O  4.204097  0.262323  -0.771942  -0.009
C  3.655880  1.386873  -0.300992  -0.432
O  4.191391  2.470404  -0.355906  0.106
C  2.319520  1.157061  0.259831  -0.009
C  1.559008  2.111012  0.907912  -0.186
N  0.354071  1.557528  1.279597  -0.010
C  0.339516  0.231391  0.895402  -0.170
C  -0.638211  -0.740616  1.063089  -0.086
C  -0.395802  -1.979903  0.513092  -0.575
C  0.805456  -2.296509  -0.154397  -0.314
C  1.789198  -1.329541  -0.277457  0.071
C  1.554403  -0.055763  0.238624  -0.078
H  2.727072  -1.538359  -0.760045  0.108
O  0.880219  -3.558903  -0.625575  -0.136
C  2.065775  -3.981314  -1.259417  -0.063
H  1.899722  -5.023753  -1.523809  0.100
H  2.259864  -3.401236  -2.166403  0.100
H  2.923790  -3.908052  -0.585494  0.102
Br  -1.748443  -3.314572  0.606554  0.804
H  -1.545797  -0.573896  1.621420  0.104
C  -0.744222  2.267625  1.868667  -0.050
H  -1.290366  1.609972  2.548077  0.143
H  -0.352070  3.108319  2.444373  0.138
C  -1.717491  2.811852  0.795470  -0.294
O  -1.056616  3.474609  -0.258093  -0.005
H  -0.164596  3.110274  -0.367117  0.104
H  -2.369077  3.555199  1.268938  0.153
C  -2.569437  1.681413  0.168084  -0.073
N  -3.186062  2.193889  -1.076283  -0.112
H  -2.464797  2.873873  -1.395062  0.165
C  -4.411557  3.018267  -0.853220  -0.151
C  -5.651556  2.247129  -0.437678  -0.054
H  -6.025601  1.619304  -1.240234  0.080
H  -6.430189  2.966291  -0.196926  0.095
H  -5.484109  1.639944  0.447268  0.080
H  -4.614558  3.553643  -1.783209  0.141
H  -4.164357  3.758186  -0.090147  0.131
C  -3.326946  1.157633  -2.147924  -0.139
C  -3.798117  -0.210602  -1.676440  -0.048
H  -4.723021  -0.165003  -1.113994  0.072
H  -3.977129  -0.822909  -2.556258  0.099
H  -3.052880  -0.724600  -1.076907  0.058
H  -2.350876  1.044142  -2.625157  0.142
H  -4.021051  1.554369  -2.890361  0.134
H  -1.904101  0.860410  -0.102884  0.107
H  -3.328688  1.320734  0.858536  0.145
C  1.932087  3.502903  1.266210  0.012
H  1.198032  4.240063  0.943609  0.085
H  2.887050  3.732943  0.801834  0.081
H  2.047702  3.589479  2.347498  0.104
H  6.474091  -0.597989  0.361884  0.080
H  7.568643  0.324304  -0.679215  0.082
H  6.486104  1.171346  0.431080  0.077

Cartesian forces (eV/Å) of the 3 atoms listed first:
-0.3974 0.0232 -0.1301
0.6226 0.2075 -0.1756
-0.0328 -0.2148 0.0127

---

Here is a 14-piece molecular cluster, C21H70O28S7 overall in a non-equilibrium geometry from OMol25. Energies are from the ωB97M-V functional and the def2-TZVPD basis.

- DFT total energy (eV) = -156082.3356
- maximum force (eV/Å) = 3.912
- charge = 0
- Kohn-Sham gap (eV) = 10.31
- LUMO energy (eV) = -0.1731
- HOMO energy (eV) = -10.49

Each line ends with the Löwdin charge.
Cartesian coordinates (Å):
O  -2.104064  -3.754381  -2.658646  -0.046
H  -1.348945  -4.177429  -2.249921  -0.013
H  -2.563361  -4.464452  -3.107072  0.044
O  -2.218992  -4.075359  3.654326  -0.049
H  -2.866817  -3.784289  4.296063  0.046
H  -2.428494  -3.582157  2.861173  -0.026
O  -4.010164  -1.513324  -3.014818  -0.059
H  -3.422873  -1.958266  -3.625842  0.010
H  -4.135928  -2.140686  -2.302898  -0.038
O  0.995602  1.008350  -4.702134  -0.048
H  1.690354  0.394579  -4.940540  0.034
H  0.301523  0.845006  -5.340723  0.030
O  -3.698807  3.512728  -1.151945  -0.053
H  -3.317557  4.315337  -0.796001  0.025
H  -3.424109  2.826376  -0.543906  -0.016
O  0.074518  -5.555221  -1.717737  -0.033
H  0.876722  -5.660524  -2.229208  0.055
H  -0.177110  -6.447521  -1.479572  0.049
O  0.666526  -4.300635  4.325609  -0.062
H  0.295497  -3.665484  3.713109  -0.008
H  -0.024291  -4.441490  4.973052  0.020
O  6.019333  3.350816  -2.002916  -0.312
S  5.274130  4.593239  -1.763583  0.718
O  5.346147  5.700218  -2.730818  -0.304
O  3.654137  4.156956  -1.709780  -0.279
C  3.165656  3.145769  -0.820838  -0.277
C  2.367360  3.843381  0.234709  -0.092
C  5.357405  5.268904  0.025661  -0.093
H  3.913784  2.541208  -0.308080  0.112
H  2.536319  2.477140  -1.408195  0.124
H  2.104274  3.112978  0.999819  0.067
H  1.397819  4.182885  -0.129763  0.078
H  2.907260  4.612232  0.787402  0.060
H  5.306594  4.424252  0.712748  0.055
H  4.522475  5.934181  0.245654  0.058
H  6.229709  5.885213  0.243242  0.061
O  -4.734880  -2.955170  -0.660234  -0.293
S  -4.555570  -3.652277  0.606407  0.739
O  -3.759631  -3.068590  1.677638  -0.302
O  -6.060065  -4.089277  1.244283  -0.249
C  -7.088095  -4.395074  0.266273  -0.280
C  -8.463683  -4.380295  0.872377  -0.069
C  -3.838689  -5.374291  0.301439  -0.067
H  -6.821085  -5.364183  -0.155194  0.112
H  -7.088095  -3.689908  -0.564890  0.114
H  -8.868061  -3.371552  0.956227  0.085
H  -8.546643  -4.888429  1.833114  0.081
H  -9.161418  -4.976201  0.284023  0.082
H  -2.756345  -5.356726  0.173678  0.056
H  -4.423494  -5.739131  -0.542958  0.056
H  -4.071287  -5.967924  1.185522  0.069
O  -1.552542  -0.057946  5.394360  -0.300
S  -1.806868  0.825387  4.248808  0.663
O  -2.646937  0.338384  3.175382  -0.281
O  -2.383164  2.267280  4.807599  -0.265
C  -2.877107  3.295404  3.944189  -0.297
C  -4.360235  3.324162  3.843240  -0.069
C  -0.167889  1.380458  3.622296  -0.096
H  -2.381369  3.201140  2.978026  0.110
H  -2.609300  4.290501  4.299387  0.122
H  -4.548641  4.085613  3.086410  0.087
H  -4.803353  3.650131  4.784253  0.084
H  -4.712341  2.334660  3.551676  0.084
H  0.302353  0.464311  3.265039  0.050
H  0.437434  1.784135  4.433914  0.065
H  -0.247331  2.080508  2.790590  0.052
O  -2.883270  4.481307  -7.715848  -0.329
S  -1.767288  5.479732  -7.606672  0.694
O  -1.997557  6.867220  -7.946467  -0.295
O  -1.127642  5.488396  -6.076576  -0.269
C  -1.386019  4.249846  -5.363704  -0.261
C  -1.152432  4.656695  -3.934709  -0.073
C  -0.275869  4.884294  -8.533438  -0.104
H  -0.747339  3.444054  -5.725488  0.111
H  -2.406445  3.889496  -5.494075  0.112
H  -1.827570  5.390635  -3.494692  0.083
H  -0.193314  5.075686  -3.630342  0.079
H  -1.225845  3.802150  -3.262047  0.066
H  0.636206  5.249231  -8.061151  0.067
H  -0.393693  5.289344  -9.538503  0.061
H  -0.224659  3.796216  -8.572832  0.061
O  4.350803  -2.953119  3.821665  -0.280
S  3.574704  -1.748177  4.020166  0.671
O  2.241161  -1.573551  3.457005  -0.316
O  3.409098  -1.531421  5.685729  -0.275
C  2.400003  -0.601294  6.140475  -0.267
C  2.950306  0.141033  7.357566  -0.063
C  4.659135  -0.252072  3.679126  -0.082
H  1.529549  -1.214639  6.373317  0.126
H  2.094351  0.109526  5.372748  0.088
H  2.132970  0.492571  7.987235  0.080
H  3.669466  0.940222  7.178127  0.072
H  3.537639  -0.565114  7.944516  0.077
H  5.540476  -0.322429  4.316612  0.069
H  4.070540  0.624751  3.948995  0.056
H  4.898263  -0.227812  2.615961  0.049
O  4.641814  -3.851260  -3.814491  -0.318
S  4.905476  -2.686705  -2.929231  0.725
O  4.140890  -1.459608  -3.137182  -0.321
O  4.828709  -3.081357  -1.251770  -0.283
C  4.719406  -1.971963  -0.328379  -0.277
C  3.219676  -1.897312  0.002400  -0.070
C  6.755219  -2.344454  -3.002191  -0.087
H  5.102167  -0.981402  -0.574107  0.112
H  5.367564  -2.261855  0.498633  0.118
H  2.601593  -1.722305  -0.878194  0.070
H  3.031746  -0.964041  0.533240  0.072
H  2.973888  -2.820156  0.527802  0.087
H  7.044820  -1.657723  -2.206800  0.062
H  7.065097  -2.172537  -4.032979  0.070
H  7.114362  -3.325581  -2.691566  0.056
O  -2.383836  1.087733  0.072392  -0.289
S  -0.981778  0.894909  -0.231325  0.638
O  -0.171059  2.050772  -0.029438  -0.282
O  -0.387427  -0.407604  0.533149  -0.250
C  -1.176153  -1.559775  0.626022  -0.301
C  -0.232521  -2.737740  0.734867  -0.043
C  -0.812766  0.218779  -2.016326  -0.050
H  -1.962854  -1.753289  -0.103187  0.111
H  -1.826417  -1.591052  1.500252  0.090
H  0.543519  -2.520957  1.468949  0.068
H  0.285081  -3.012360  -0.184244  0.065
H  -0.769566  -3.677568  0.862905  0.076
H  -1.328461  -0.729922  -2.165071  0.045
H  0.259826  0.041771  -2.095753  0.053
H  -1.321040  0.926156  -2.671584  0.064

Cartesian forces (eV/Å) of the 3 atoms listed first:
-0.3282 0.3839 -0.0040
0.5263 -0.3288 0.1390
-0.0945 -0.1788 -0.1412

---

Here is an isolated ion of composition C8H13N2O and charge +1 in a non-equilibrium geometry from OMol25. Energies are from the ωB97M-V functional and the def2-TZVPD basis.

- DFT total energy (eV) = -13527.2350
- energy above the lowest of the compared OMol25 structures with the same formula, charge and spin (eV) = 0.9293
- maximum force (eV/Å) = 4.998
- charge = +1
- Kohn-Sham gap (eV) = 10.33
- structure (SMILES) = Cc1cc[n+]([C@](C)(N)O)cc1
- LUMO energy (eV) = -3.7282
- HOMO energy (eV) = -14.06

Each line ends with the Löwdin charge.
Cartesian coordinates (Å):
C  -1.598845  -1.079133  0.207865  0.080
C  -1.583334  1.314083  -0.034654  0.015
C  -0.188870  -0.969860  0.291477  0.027
C  -0.224195  1.298697  -0.135455  0.002
C  -2.323354  0.185240  0.066901  -0.255
C  -3.755747  0.175241  -0.062268  -0.015
C  2.258547  -0.670629  -1.175292  0.007
C  2.003650  0.058686  0.065146  -0.619
N  0.483353  0.230976  0.095160  0.021
N  2.459288  -0.608319  1.132014  0.133
O  2.387420  1.499091  0.123460  0.021
H  -2.092022  -2.058086  0.158751  0.132
H  -2.131839  2.158585  -0.002685  0.104
H  0.562120  -1.748868  0.401915  0.127
H  0.372290  2.190580  -0.356825  0.159
H  -3.987807  -0.812768  -0.334847  0.071
H  -4.072526  0.360400  1.085744  0.176
H  -4.257186  0.945311  -0.600855  0.091
H  3.367801  -0.744786  -1.358017  0.132
H  1.706901  -0.070939  -2.000020  0.150
H  1.908407  -1.634910  -1.253949  0.060
H  2.348346  -0.140654  2.087757  0.175
H  3.114134  -1.370634  1.097843  0.126
H  3.243465  1.492706  0.500823  0.081

Cartesian forces (eV/Å) of the 3 atoms listed first:
1.7848 1.7545 -0.2623
0.9933 -1.4944 0.0866
-1.0340 0.4042 -0.5082

---

Among the records above, which one has the highest DFT total energy? C8H13N2O

---

The lowest charge belongs to which entry? C21H70O28S7